{"formula": "C49H97N17O4P4", "method": "the ωB97M-V functional and the def2-TZVPD basis", "lumo_energy_ev": 0.63, "gap_ev": 8.9, "smiles": "CN(C)P(=O)(N(C)C)N(C)C.CN(C)P(=O)(N(C)C)N(C)C.CN(C)P(=O)(N(C)C)N(C)C.CN(C)P(=O)(N(C)C)N(C)C.c1ccncc1.c1ccncc1.c1ccncc1.c1ccncc1.c1ccncc1", "spin_multiplicity": 1, "charge": 0, "e_tot_ha": -4522.58779, "homo_energy_ev": -8.3, "elements": ["P", "P", "P", "P", "O", "O", "O", "O", "N", "N", "N", "N", "N", "N", "N", "N", "N", "N", "N", "N", "N", "N", "N", "N", "N", "C", "C", "C", "C", "C", "C", "C", "C", "C", "C", "C", "C", "C", "C", "C", "C", "C", "C", "C", "C", "C", "C", "C", "C", "C", "C", "C", "C", "C", "C", "C", "C", "C", "C", "C", "C", "C", "C", "C", "C", "C", "C", "C", "C", "C", "C", "C", "C", "C", "H", "H", "H", "H", "H", "H", "H", "H", "H", "H", "H", "H", "H", "H", "H", "H", "H", "H", "H", "H", "H", "H", "H", "H", "H", "H", "H", "H", "H", "H", "H", "H", "H", "H", "H", "H", "H", "H", "H", "H", "H", "H", "H", "H", "H", "H", "H", "H", "H", "H", "H", "H", "H", "H", "H", "H", "H", "H", "H", "H", "H", "H", "H", "H", "H", "H", "H", "H", "H", "H", "H", "H", "H", "H", "H", "H", "H", "H", "H", "H", "H", "H", "H", "H", "H", "H", "H", "H", "H", "H", "H", "H", "H", "H", "H", "H", "H"], "positions_angstrom": [[-30.709727, 13.062438, 14.574218], [-20.589582, 9.242696, 14.791326], [-24.335376, 2.173210, 11.350837], [-20.949673, 9.088852, 8.478090], [-21.855952, 10.014554, 7.802285], [-29.670313, 13.548150, 13.650153], [-21.541764, 8.970012, 13.636513], [-23.443565, 2.650274, 12.410242], [-24.238161, 0.512076, 11.167702], [-31.103595, 14.014069, 15.924081], [-25.978641, 5.805280, 13.211843], [-24.311325, 11.776472, 12.165141], [-32.191135, 12.968733, 13.828154], [-24.131529, 2.847405, 9.824782], [-18.849067, 5.273077, 10.894077], [-30.227200, 11.634912, 15.318563], [-23.881982, 4.919279, 18.576492], [-25.903046, 2.512736, 11.640904], [-19.997088, 8.485892, 7.375485], [-19.269779, 8.283597, 14.774799], [-21.345415, 8.917298, 16.242732], [-20.218355, 10.855067, 15.005926], [-21.691470, 7.685259, 9.076664], [-20.043754, 9.681722, 9.738069], [-29.142100, 8.365413, 10.197674], [-22.348825, 6.870097, 7.991837], [-22.954599, -0.134393, 11.560076], [-24.968782, 13.066015, 9.669707], [-32.321008, 13.187019, 12.363671], [-22.640734, 9.564138, 16.550449], [-18.873331, 3.359289, 12.337683], [-27.926605, 7.941960, 9.825804], [-23.069750, 2.275532, 9.079732], [-33.426940, 12.890367, 14.500247], [-26.746674, 9.676193, 10.963279], [-24.306444, 4.294450, 9.699647], [-20.899953, 4.183666, 11.287580], [-24.526472, 5.425682, 17.589814], [-28.848170, 11.310629, 15.472953], [-24.635308, 5.864292, 13.149463], [-27.054974, 2.943892, 10.788195], [-21.363036, 7.486929, 16.794657], [-20.170611, 5.175332, 10.702373], [-23.882989, 6.932327, 13.438487], [-27.974934, 10.094663, 11.396181], [-24.475526, 4.940091, 16.273030], [-19.525039, 8.875766, 10.863231], [-26.754070, 8.645329, 10.044031], [-25.009491, -0.157966, 10.163290], [-30.586024, 13.870445, 17.262675], [-20.242070, 11.722917, 13.856117], [-26.525214, 7.024456, 13.343247], [-19.033590, 7.445507, 7.720764], [-20.253824, 3.237521, 12.065902], [-23.640864, 3.887726, 15.925449], [-20.251441, 8.743378, 5.991318], [-23.638483, 11.644335, 10.996012], [-24.479862, 8.147649, 13.770904], [-18.228119, 4.415145, 11.670559], [-31.161711, 10.557861, 15.503534], [-26.330115, 2.341120, 13.034043], [-25.447209, 12.489566, 12.014508], [-23.921471, 12.165384, 9.758452], [-31.597139, 15.353391, 15.668230], [-29.090011, 9.411454, 11.028356], [-22.599228, 7.747718, 10.206515], [-19.220545, 7.087042, 13.935979], [-22.881490, 3.463841, 17.002447], [-23.024912, 4.009247, 18.277516], [-19.694755, 11.072512, 9.683491], [-19.433179, 11.414175, 16.186302], [-25.849020, 8.144333, 13.734841], [-18.047807, 8.529759, 15.649971], [-25.799539, 13.070729, 10.764441], [-25.626055, 0.588784, 9.646137], [-19.416438, 6.112146, 14.534796], [-23.513841, 4.810235, 10.290299], [-28.122197, 10.858735, 12.180078], [-19.076772, 7.202076, 8.798523], [-27.940891, 2.347827, 11.022842], [-22.485274, 0.584428, 12.285529], [-28.598881, 11.180197, 16.490949], [-26.432755, 9.054889, 13.939531], [-22.769518, 6.939994, 13.259733], [-23.205828, 1.279394, 8.738292], [-30.868126, 16.132550, 15.925627], [-34.091451, 12.209178, 13.949676], [-26.651370, 3.356280, 13.415166], [-22.739236, 11.012630, 11.122695], [-24.231637, 4.846299, 12.925535], [-27.869164, 6.989871, 9.279713], [-19.974676, 7.251467, 13.190387], [-18.290150, 6.909458, 13.475231], [-20.090687, 11.540804, 10.575436], [-30.016549, 12.940271, 17.322771], [-23.543889, 8.355859, 10.056961], [-23.143661, -1.083999, 12.035163], [-18.319610, 9.154356, 16.532740], [-32.195537, 10.905602, 15.207838], [-22.788936, 2.957052, 8.321613], [-18.648145, 11.207209, 9.825477], [-22.376834, 3.771418, 19.101135], [-18.361258, 8.897190, 10.818551], [-27.184032, 1.687221, 13.084075], [-23.424138, 7.031810, 7.911044], [-25.697833, -0.900262, 10.616479], [-22.062900, 5.845956, 8.107876], [-18.253588, 2.634354, 12.841265], [-22.098783, 2.689720, 16.959350], [-30.964589, 9.634061, 14.819086], [-26.087837, 12.588878, 12.881963], [-20.516427, 5.857851, 9.985265], [-23.462294, 8.876423, 16.145320], [-18.020737, 7.706771, 7.361520], [-22.233652, 7.025301, 16.321650], [-25.111772, 5.444300, 15.574287], [-24.151909, 4.647023, 8.661600], [-32.517032, 15.666863, 16.201386], [-19.773247, 7.833382, 10.713952], [-25.267396, 4.592251, 10.051518], [-27.624146, 7.009272, 13.313689], [-20.737686, 7.874404, 5.560321], [-30.139403, 9.625094, 11.365218], [-20.826961, 9.646332, 5.837230], [-22.334659, -0.290000, 10.689524], [-20.091384, 11.572927, 8.832963], [-31.738904, 15.438947, 14.604134], [-25.158010, 13.556389, 8.670509], [-31.344371, 13.430867, 11.949125], [-20.886436, 2.460006, 12.566144], [-24.299275, -0.619412, 9.452988], [-18.319078, 11.279865, 16.016665], [-27.242974, 3.999609, 10.801299], [-17.766223, 7.593754, 16.165990], [-17.140720, 4.540696, 11.734677], [-29.823365, 14.694880, 17.493546], [-22.081392, 8.288215, 10.988661], [-26.848442, 2.687393, 9.729739], [-33.323193, 12.469274, 15.527607], [-21.549647, 7.637332, 17.916793], [-23.203012, 11.853245, 8.973251], [-20.932602, 11.402051, 13.154623], [-28.632174, 10.463493, 14.925867], [-21.982670, 7.141410, 7.046378], [-23.830069, 9.061486, 13.863429], [-33.953867, 13.867866, 14.536680], [-20.419702, 7.015654, 16.528568], [-26.670427, 13.655485, 10.848160], [-22.738512, 10.485677, 16.098056], [-19.742020, 10.842617, 17.066370], [-21.961832, 4.067216, 11.105580], [-22.922079, 6.778487, 10.521517], [-19.919062, 9.367051, 11.757843], [-22.127004, 2.259945, 9.700966], [-32.737012, 12.295044, 11.888691], [-32.978360, 14.030641, 12.188821], [-25.793946, 10.194444, 11.190272], [-22.765524, 9.618101, 17.655824], [-20.488904, 12.749055, 14.213165], [-19.294538, 8.733259, 5.478611], [-25.087761, 6.320842, 17.752493], [-31.191314, 10.324261, 16.584840], [-19.678407, 12.473687, 16.316410], [-25.448724, 2.008836, 13.635929], [-25.818906, 8.282146, 9.578014], [-28.235851, 12.114875, 15.157585], [-19.215878, 11.756933, 13.418356], [-17.195364, 8.873632, 15.085628], [-19.264475, 6.538431, 7.138100], [-23.533080, 3.509753, 14.919498], [-31.389613, 14.006198, 18.016768]], "atomic_forces_ev_per_a": [[0.07, 0.21, 1.18], [-2.75, 0.03, 0.07], [-1.55, -0.34, -1.47], [-1.12, -0.51, 2.15], [-0.88, 1.53, 0.13], [0.13, 0.23, -0.11], [1.93, 0.76, 0.86], [0.92, 0.14, 0.74], [1.62, 0.59, 0.85], [-0.27, 0.22, -0.17], [0.29, 1.70, -1.08], [-0.92, 0.96, -1.23], [1.40, 0.03, -1.23], [-1.43, -0.14, 0.46], [0.09, 0.78, -0.46], [-1.40, 0.72, -1.16], [-0.08, 1.50, 2.13], [-2.04, 0.51, 0.16], [2.12, -0.83, -0.90], [2.56, -0.20, 0.57], [0.10, -0.93, 1.25], [0.42, 0.15, 1.18], [-1.28, -0.55, -0.80], [-0.88, -1.41, -0.63], [1.49, -0.62, 0.61], [0.62, 0.98, 0.99], [-0.83, 1.59, 0.63], [-0.34, -0.78, -1.71], [0.53, -0.30, 0.87], [-0.17, -3.50, 0.66], [-0.72, 0.54, -1.55], [-0.34, -0.31, -1.12], [2.62, 0.51, 1.48], [-1.50, -0.29, 1.03], [1.23, 0.70, -1.25], [1.70, 0.11, -0.03], [-0.71, -0.64, 0.04], [-1.25, 0.43, -2.74], [-0.55, 1.39, 0.43], [-1.02, -3.96, -0.12], [1.61, -1.61, -1.12], [-0.57, 2.72, 0.32], [1.71, -0.66, 0.39], [2.99, 2.09, -0.51], [-0.19, 1.09, 2.32], [-0.37, 0.42, 0.22], [1.79, 1.35, -1.19], [1.04, -1.01, 0.18], [-0.39, -0.09, -0.17], [1.26, 1.01, 0.27], [2.34, 1.45, 1.34], [-1.71, -1.95, 1.15], [0.02, -0.17, -0.78], [0.29, -0.76, 1.78], [-0.07, 0.66, 1.09], [0.79, -0.95, -0.56], [1.28, -1.51, 1.76], [1.18, 0.47, -0.54], [0.23, -0.70, 0.57], [-1.26, -0.67, -0.63], [0.85, 1.73, 0.55], [1.09, -0.39, -1.32], [1.32, -0.06, -0.24], [0.08, 0.54, -0.14], [-3.26, -0.65, -0.68], [-0.34, 2.06, 0.18], [-1.36, -1.01, 1.83], [1.52, -1.25, 0.60], [1.22, -1.52, -0.62], [-0.29, -0.23, 1.70], [0.01, -1.29, -1.38], [-0.62, 2.01, 0.10], [-2.02, -0.89, 0.82], [0.22, 0.54, 2.02], [0.10, -0.33, -0.10], [-0.04, 1.46, -0.78], [-0.69, -0.01, -0.25], [0.35, -0.17, -0.64], [0.32, 0.18, -0.70], [0.05, 0.27, 0.38], [-0.17, -1.00, -0.72], [0.24, -0.57, 1.44], [0.36, -0.40, -0.18], [-1.30, -0.25, 0.49], [-0.53, -0.75, -0.54], [0.24, -0.24, 0.04], [0.01, 0.02, 0.12], [0.35, -1.02, -0.15], [-0.43, 0.27, -0.33], [0.28, 1.06, 0.16], [-0.21, 0.50, -0.05], [-0.37, -0.49, -0.47], [1.33, 0.31, -0.62], [-0.51, 0.52, 0.32], [-0.52, -0.04, 0.44], [0.79, -0.53, -0.37], [-0.09, -0.33, 0.24], [0.29, -0.02, -1.07], [1.22, -0.53, 0.42], [0.03, 0.38, -1.35], [1.21, 0.07, -0.54], [0.34, -0.80, 0.06], [-1.74, 0.15, 0.35], [-0.16, -0.59, 0.18], [-0.09, -0.13, 0.49], [0.47, 0.11, -0.38], [-0.25, -0.87, 0.36], [-0.32, -0.12, 0.38], [-0.47, 0.33, -0.49], [0.00, 1.38, 1.37], [-0.08, 0.11, -0.06], [-1.04, 0.93, -0.66], [0.77, 0.98, 0.60], [-0.23, 0.16, 0.57], [0.17, -0.58, 0.25], [-0.10, 0.04, -0.41], [-0.31, -0.50, 0.37], [0.19, -0.70, -0.15], [-0.41, 0.01, 0.43], [-0.61, 0.31, 0.26], [0.39, 0.30, -0.09], [-0.65, -0.17, -0.37], [1.30, 0.56, 0.06], [0.09, -0.01, -0.02], [0.43, -0.04, -0.32], [-0.15, 0.24, -0.77], [-0.40, 0.26, -0.43], [-0.13, -0.36, 1.50], [-0.05, -0.16, 0.02], [0.74, 0.66, -0.65], [-0.62, -0.11, 0.02], [-1.21, 0.40, 0.23], [-0.20, 0.60, 0.55], [-0.11, 0.00, -0.58], [-0.34, -0.06, 0.14], [-0.86, -0.85, -0.34], [-0.02, -0.24, 0.68], [0.13, 0.16, 0.46], [-0.13, 0.63, -0.71], [0.47, -0.75, -1.54], [-0.77, 0.55, 0.22], [-1.38, -0.62, -1.37], [0.78, -2.03, -1.18], [0.65, 0.51, -1.27], [-0.92, -1.07, 0.21], [0.25, -0.33, 0.18], [-0.17, -0.21, 0.35], [-1.07, 0.71, -0.47], [-0.06, 2.06, -0.88], [0.16, 0.21, -0.06], [0.19, 0.08, 0.20], [0.11, -0.68, 0.32], [0.27, -0.73, 0.32], [-0.50, -0.26, -0.42], [0.03, 0.06, -0.05], [-0.27, 0.20, -0.04], [-0.92, -0.49, 0.04], [0.07, 0.14, -0.70], [0.03, -0.58, -0.45], [0.28, 0.61, -0.26], [-0.66, 0.32, 0.30], [-0.07, -0.57, -0.53], [0.01, -0.25, -0.13], [-1.01, 0.05, -0.30], [-0.61, 0.21, 0.44], [0.55, 0.83, -0.67], [-0.60, 0.22, -0.15], [0.13, 0.39, -0.16], [-0.19, -0.07, 0.33], [-0.07, -0.13, -0.07], [0.40, -0.52, -0.33]], "mulliken_charge": [0.62, -0.74, 0.25, 0.76, -1.04, -0.95, -0.32, -0.89, 0.27, 0.30, 0.28, -0.31, 0.37, 0.39, -0.25, 0.74, -0.66, 0.55, 0.13, 0.72, 0.25, 0.62, 0.78, 0.56, -0.66, -0.82, -0.90, -0.81, -1.06, -0.93, -0.80, -0.30, -0.99, -1.21, 0.37, -0.12, 0.70, -0.40, -1.70, -0.04, -1.17, -0.77, -0.31, 0.49, -0.57, -0.22, -0.05, -0.47, -1.03, -0.90, -0.62, -1.14, -0.77, -0.53, -0.17, -1.19, -0.08, 0.26, -0.45, -0.86, -0.93, -0.72, -0.18, -1.23, -0.44, 0.43, -0.60, -0.81, -0.25, -1.02, -1.03, -0.84, -1.14, -0.22, 0.27, 0.21, -0.15, 0.48, 0.19, 0.40, 0.11, 0.32, 0.69, -0.16, 0.28, 0.41, 0.38, 0.21, 0.59, -0.05, 0.39, -0.38, 0.50, 0.15, 0.21, 0.09, 0.40, 0.38, 0.17, 0.47, 0.34, 0.40, 0.23, 0.38, 0.20, 0.27, 0.23, 0.49, 0.32, 0.19, 0.57, 0.43, 0.08, 0.29, 0.12, 0.43, 0.44, 0.33, -0.63, -0.06, 0.36, 0.32, 0.45, 0.23, 0.33, 0.36, 0.33, 0.34, 0.31, 0.17, 0.41, 0.25, 0.26, 0.38, 0.38, 0.29, -0.33, 0.36, 0.41, 0.30, 0.29, -0.17, 0.62, 0.30, 0.31, 0.26, 0.27, 0.56, 0.39, 0.34, -0.29, -0.64, 0.32, 0.22, 0.29, 0.33, 0.46, 0.36, 0.45, 0.41, 0.48, 0.32, 0.36, 0.23, 0.28, 0.46, 0.25, 0.26, 0.34, 0.86, 0.28]}